## 1
{"formula": "H20O10", "method": "ωB97M-V/def2-TZVPD", "symbols": ["H", "H", "H", "H", "H", "H", "H", "H", "H", "H", "H", "H", "H", "H", "H", "H", "H", "H", "H", "H", "O", "O", "O", "O", "O", "O", "O", "O", "O", "O"], "positions_angstrom": [[-0.639, 0.060, 0.321], [-0.969, -0.762, -0.914], [-0.333, 0.153, -3.196], [0.287, 1.472, -2.765], [2.637, 0.212, -2.655], [2.636, -1.175, -2.033], [3.390, -2.618, -0.100], [4.427, -1.577, 0.286], [1.238, 0.346, 5.458], [0.357, 1.082, 4.461], [-4.391, 2.146, -3.131], [-3.052, 1.917, -3.813], [-0.866, -4.196, 0.868], [0.061, -5.346, 1.223], [3.503, 3.487, 1.127], [2.203, 2.700, 1.079], [-0.739, 1.906, 3.557], [-1.608, 1.301, 4.648], [-3.686, 0.504, -1.732], [-4.388, -0.592, -2.517], [-0.285, -0.634, -0.247], [-0.335, 0.795, -2.477], [2.211, -0.313, -1.967], [4.146, -2.133, -0.449], [1.026, 0.391, 4.519], [-3.714, 1.475, -3.269], [-0.847, -5.155, 0.965], [2.637, 3.424, 1.545], [-1.288, 1.138, 3.754], [-3.620, -0.010, -2.545]], "homo_ev": -7.4628}

## 2
{"formula": "H20O10", "method": "ωB97M-V/def2-TZVPD", "symbols": ["O", "H", "H", "O", "H", "H", "O", "H", "H", "O", "H", "H", "O", "H", "H", "O", "H", "H", "O", "H", "H", "O", "H", "H", "O", "H", "H", "O", "H", "H"], "positions_angstrom": [[3.291, -0.783, -0.612], [3.957, -0.562, -1.260], [3.261, -0.013, -0.032], [-3.067, -0.152, -2.364], [-3.707, 0.544, -2.530], [-3.467, -0.602, -1.613], [0.879, 2.487, 1.421], [1.682, 2.322, 1.928], [1.257, 2.897, 0.621], [0.812, -2.163, -1.883], [1.227, -2.650, -1.151], [1.598, -1.590, -1.912], [-2.121, -1.223, 2.844], [-2.970, -1.620, 2.813], [-1.705, -2.006, 3.208], [-1.800, -2.889, 0.454], [-1.218, -2.264, 0.001], [-1.727, -3.576, -0.223], [1.834, -0.099, 3.110], [2.332, -0.877, 3.375], [0.905, -0.318, 3.230], [-1.241, 1.233, 0.427], [-1.688, 0.669, 1.064], [-0.689, 1.803, 1.003], [-0.560, 2.089, -2.883], [-1.220, 1.614, -2.355], [0.130, 1.419, -2.915], [1.570, 2.149, -1.030], [1.634, 2.579, -1.875], [0.811, 1.584, -0.860]], "smiles": "O.O.O.O.O.O.O.O.O.O", "homo_ev": -10.6278}

Most favorable structure: 2. The second most favorable one is 128.0 kcal/mol above it.

## 1
{"formula": "H20O10", "method": "ωB97M-V/def2-TZVPD", "symbols": ["O", "H", "H", "O", "H", "H", "O", "H", "H", "O", "H", "H", "O", "H", "H", "O", "H", "H", "O", "H", "H", "O", "H", "H", "O", "H", "H", "O", "H", "H"], "positions_angstrom": [[0.267, 0.283, -0.174], [-0.654, 0.006, -0.235], [0.262, 0.965, 0.507], [4.388, -1.794, -0.597], [5.170, -2.083, -0.114], [4.196, -0.922, -0.233], [-4.616, 2.604, 0.940], [-4.368, 1.750, 0.568], [-5.251, 2.960, 0.308], [3.571, 2.468, -1.106], [4.289, 2.243, -1.708], [4.019, 2.771, -0.308], [3.088, 0.334, 3.291], [3.217, 1.205, 3.682], [2.200, 0.372, 2.919], [0.370, -0.920, -2.341], [0.607, -0.297, -3.037], [-0.428, -1.348, -2.670], [-1.852, 3.545, -1.149], [-2.098, 4.310, -0.616], [-2.290, 2.805, -0.713], [-2.773, -1.803, 2.361], [-3.166, -2.682, 2.327], [-1.948, -1.934, 2.842], [-4.328, -3.281, -1.189], [-4.013, -2.437, -1.532], [-4.334, -3.860, -1.959], [1.957, -1.415, -0.014], [1.898, -2.131, 0.629], [2.124, -1.864, -0.850]], "smiles": "O.O.O.O.O.O.O.O.O.O", "homo_ev": -9.2885}

## 2
{"formula": "H20O10", "method": "ωB97M-V/def2-TZVPD", "symbols": ["O", "H", "H", "O", "H", "H", "O", "H", "H", "O", "H", "H", "O", "H", "H", "O", "H", "H", "O", "H", "H", "O", "H", "H", "O", "H", "H", "O", "H", "H"], "positions_angstrom": [[-0.169, 3.660, 0.798], [0.361, 2.989, 1.124], [-0.057, 4.076, 0.010], [0.768, -1.858, -1.877], [1.593, -1.987, -2.334], [0.031, -1.502, -2.410], [-0.413, -2.827, 2.153], [-0.571, -3.731, 1.909], [-0.018, -2.670, 1.272], [2.046, 2.948, 0.121], [2.972, 2.939, 0.501], [1.737, 2.025, 0.375], [-4.023, 1.641, -0.488], [-3.646, 1.107, -1.251], [-4.127, 1.117, 0.256], [2.377, -1.482, 0.229], [1.761, -1.358, 0.930], [2.294, -0.798, -0.363], [-1.681, -2.430, -1.101], [-0.755, -2.570, -1.311], [-1.673, -3.165, -0.446], [2.739, 0.352, 2.415], [2.381, 0.590, 3.330], [2.633, -0.587, 2.307], [-0.375, 0.609, -4.300], [-0.312, -0.324, -4.371], [-1.063, 0.438, -3.605], [-1.302, 0.635, 2.069], [-2.291, 0.622, 2.249], [-1.216, 1.542, 1.807]], "smiles": "O.O.O.O.O.O.O.O.O.O", "homo_ev": -10.8487}

## 3
{"formula": "H20O10", "method": "ωB97M-V/def2-TZVPD", "symbols": ["O", "H", "H", "O", "H", "H", "O", "H", "H", "O", "H", "H", "O", "H", "H", "O", "H", "H", "O", "H", "H", "O", "H", "H", "O", "H", "H", "O", "H", "H"], "positions_angstrom": [[0.350, 1.192, 0.252], [1.046, 1.305, -0.405], [-0.442, 1.026, -0.272], [5.518, 0.814, -0.748], [5.833, 1.680, -1.031], [4.741, 0.656, -1.296], [4.378, -0.832, 0.531], [4.226, -1.714, 0.174], [3.542, -0.601, 0.952], [-0.718, -0.844, -0.440], [-0.760, -1.141, -1.356], [-0.959, -1.625, 0.071], [-2.178, -2.261, 2.422], [-1.323, -1.983, 2.076], [-2.199, -1.898, 3.314], [-2.781, -1.585, -2.238], [-3.700, -1.832, -2.388], [-2.383, -1.619, -3.115], [2.427, -2.531, 0.498], [2.110, -2.577, -0.411], [3.259, -3.018, 0.482], [-4.417, 0.368, -0.882], [-4.804, 0.809, -0.117], [-4.263, 1.081, -1.512], [-3.086, 2.262, 1.414], [-3.664, 2.891, 1.861], [-3.693, 1.686, 0.935], [1.303, 3.362, 0.020], [1.026, 2.775, 0.732], [1.612, 4.154, 0.475]], "smiles": "O.O.O.O.O.O.O.O.O.O", "homo_ev": -10.0336}

Most favorable structure: 1. The second most favorable one is 9.3 kcal/mol above it.

## 1
{"formula": "H20O10", "method": "ωB97M-V/def2-TZVPD", "symbols": ["O", "H", "H", "O", "H", "H", "O", "H", "H", "O", "H", "H", "O", "H", "H", "O", "H", "H", "O", "H", "H", "O", "H", "H", "O", "H", "H", "O", "H", "H"], "positions_angstrom": [[-1.259, -2.181, -1.999], [-1.190, -1.733, -2.847], [-1.104, -1.490, -1.333], [-1.609, 2.068, -0.858], [-2.408, 2.213, -1.370], [-0.869, 2.180, -1.469], [-3.063, -1.903, 0.887], [-2.263, -1.452, 0.582], [-3.648, -1.909, 0.124], [1.666, 1.421, 0.066], [2.541, 1.823, 0.107], [1.356, 1.414, 0.994], [1.888, -0.349, -2.390], [1.882, -1.302, -2.256], [2.067, 0.026, -1.520], [-0.237, 2.481, 1.727], [-0.522, 2.419, 0.806], [-1.023, 2.751, 2.209], [0.783, 2.831, -2.368], [1.521, 3.408, -2.578], [1.049, 2.357, -1.559], [2.027, -0.339, 2.458], [2.872, -0.461, 2.014], [1.885, -1.165, 2.931], [-0.464, -0.743, 0.328], [0.189, -1.163, 0.898], [0.004, -0.005, -0.080], [-0.958, -3.663, 2.439], [-1.114, -3.901, 1.518], [-0.003, -3.632, 2.540]], "smiles": "O.O.O.O.O.O.O.O.O.O", "homo_ev": -10.4749}

## 2
{"formula": "H20O10", "method": "ωB97M-V/def2-TZVPD", "symbols": ["O", "H", "H", "O", "H", "H", "O", "H", "H", "O", "H", "H", "O", "H", "H", "O", "H", "H", "O", "H", "H", "O", "H", "H", "O", "H", "H", "O", "H", "H"], "positions_angstrom": [[-0.618, -1.999, -0.377], [-0.157, -1.576, -1.110], [-0.552, -1.360, 0.341], [-0.984, 2.664, 1.675], [-1.839, 2.733, 1.234], [-0.577, 3.526, 1.534], [-1.176, 2.513, -1.247], [-1.237, 1.551, -1.255], [-2.078, 2.807, -1.414], [4.023, -0.446, 2.099], [3.573, -1.122, 1.579], [3.471, 0.337, 1.992], [0.245, 1.087, -4.176], [0.154, 0.723, -3.288], [-0.072, 1.993, -4.093], [0.324, 0.832, 0.378], [-0.601, 0.830, 0.107], [0.287, 0.872, 1.340], [2.790, 1.480, -0.600], [1.972, 1.721, -0.150], [3.469, 1.983, -0.136], [-2.413, -2.697, 1.198], [-1.490, -2.529, 1.418], [-2.738, -1.845, 0.884], [2.954, -2.728, 2.929], [3.885, -2.977, 2.914], [2.611, -3.050, 2.087], [-4.380, -2.143, -2.094], [-4.789, -1.849, -1.272], [-4.056, -1.330, -2.498]], "smiles": "O.O.O.O.O.O.O.O.O.O", "homo_ev": -10.7329}

Most favorable structure: 1. The second most favorable one is 48.0 kcal/mol above it.